1.
9
Properties=species:S:1:pos:R:3:forces:R:3:lowdin_charge:R:1 method="wB97M-V/def2-TZVPD" homo_ev=-14.594 charge=+1 relative_energy_kcal_mol=46.7 total_energy_ev=-8279.58978 orbital_gap_ev=7.80
O -0.750 -0.891 -0.332 -0.75 -0.95 0.80 -0.040
O 2.154 -1.232 -0.632 -0.62 1.16 0.62 0.396
C 1.290 1.063 -0.293 0.28 -0.06 0.94 0.019
C -1.689 -1.321 0.325 -0.56 1.21 -1.36 -0.035
C 1.703 -0.224 -0.400 0.32 -0.86 -0.95 -0.009
C 1.059 2.201 0.046 -0.94 1.21 -1.10 0.332
H -2.613 -1.769 -0.130 0.98 -0.13 -0.13 0.112
H 0.682 3.259 0.044 0.77 -1.43 0.48 0.138
H -1.835 -1.087 1.372 0.53 -0.15 0.70 0.087

=====

2.
18
Properties=species:S:1:pos:R:3:forces:R:3:lowdin_charge:R:1 method="wB97M-V/def2-TZVPD" homo_ev=-19.304 charge=+2 relative_energy_kcal_mol=17.6 total_energy_ev=-7304.97099 smiles="C=C([NH3+])CC[NH3+]" orbital_gap_ev=11.71
N -0.270 0.187 2.279 1.13 0.13 -0.84 0.257
N 0.516 -0.685 -2.006 -0.79 0.13 0.47 0.220
C -0.704 -0.888 -1.089 0.27 0.18 -0.83 -0.099
C -0.995 0.323 -0.213 0.79 0.74 0.08 -0.114
C 0.071 0.625 0.831 -0.39 -1.24 1.37 -0.228
C 1.325 1.015 0.710 0.07 0.65 -0.92 0.115
H 0.540 -1.434 -2.703 0.11 0.11 -0.17 0.186
H 1.380 -0.714 -1.472 0.27 -0.13 0.12 0.156
H 2.121 0.821 1.420 -0.29 0.44 0.42 0.109
H -1.578 -0.983 -1.732 0.22 -0.25 -0.20 0.147
H -0.523 -1.841 -0.597 -0.11 0.12 0.29 0.146
H -2.011 0.147 0.138 0.06 0.26 0.55 0.139
H 0.491 0.230 -2.466 -0.09 -0.20 -0.26 0.180
H -1.262 0.028 2.396 -0.33 -0.27 0.34 0.169
H -1.061 1.220 -0.836 -0.15 -0.07 -0.16 0.146
H 0.306 -0.607 2.581 -0.51 -0.37 -0.11 0.185
H 0.042 0.932 2.905 -0.41 0.30 0.07 0.179
H 1.613 1.625 -0.145 0.13 -0.53 -0.24 0.107

=====

3.
19
Properties=species:S:1:pos:R:3:forces:R:3:lowdin_charge:R:1 method="wB97M-V/def2-TZVPD" homo_ev=-8.215 relative_energy_kcal_mol=87.9 total_energy_ev=-39305.85929 orbital_gap_ev=8.85
Cl 3.936 0.731 -0.156 0.29 -0.36 -0.05 0.182
Cl 2.568 -0.896 -2.742 0.40 -1.03 -1.41 0.315
Si 2.482 0.697 -1.609 -3.12 0.84 4.36 -0.192
C -0.175 -0.801 0.233 -1.65 1.73 2.26 -0.343
C -1.333 -0.300 1.207 -1.03 -0.26 -1.48 -0.141
C 0.281 -2.183 0.260 0.09 -0.43 -1.05 -0.065
C 0.276 0.349 -0.181 3.40 1.41 -3.96 -0.137
C -0.611 1.581 -0.096 -0.18 -2.07 0.88 -0.206
C -1.927 0.918 0.414 0.90 1.29 3.23 -0.180
H -2.077 -1.070 1.419 -0.10 -0.06 -0.07 0.098
H -0.252 -2.762 -0.519 0.51 0.27 -0.08 0.092
H -2.574 1.638 1.064 1.14 -1.28 -1.03 0.131
H -0.730 1.988 -1.081 0.17 0.87 -0.19 0.090
H -2.523 0.559 -0.361 -0.94 -0.53 -1.52 0.074
H -0.939 0.036 2.157 0.35 -0.03 0.26 0.103
H -0.175 -2.599 1.148 0.98 -0.48 0.64 0.073
H 2.563 2.122 -1.932 -0.14 -0.09 -1.06 -0.088
H -0.175 2.198 0.686 -0.15 0.79 -0.31 0.106
H 1.386 -2.204 0.086 -0.93 -0.60 0.56 0.089

=====

4.
9
Properties=species:S:1:pos:R:3:forces:R:3:lowdin_charge:R:1 method="wB97M-V/def2-TZVPD" homo_ev=-10.639 relative_energy_kcal_mol=66.3 total_energy_ev=-29571.84059 orbital_gap_ev=8.77
Cl 3.159 1.009 0.165 -2.07 -0.77 -0.87 0.096
S -0.030 -1.534 -0.394 0.16 -0.31 0.50 0.946
O 0.019 -1.924 0.981 0.07 0.06 -0.55 -0.363
O 0.896 -0.517 -0.842 0.04 -1.12 -0.76 -0.526
C -0.939 0.909 0.169 -1.45 0.30 0.02 -0.033
C -2.070 0.525 0.109 -0.98 -0.77 0.17 0.014
H 0.071 1.113 0.085 0.89 0.98 0.33 -0.002
H -3.031 0.018 0.104 0.58 0.67 0.01 0.057
H 1.925 0.401 -0.376 2.75 0.97 1.15 -0.189

=====

5.
120
Properties=species:S:1:pos:R:3:forces:R:3:lowdin_charge:R:1 method="wB97M-V/def2-TZVPD" homo_ev=-8.445 total_energy_ev=-75542.45040 orbital_gap_ev=8.86
S -0.858 -0.732 1.502 -0.28 0.50 0.54 0.571
O 0.379 -1.223 2.018 -0.13 0.02 -0.05 -0.247
O -2.061 -1.025 2.193 0.03 -0.19 -0.27 -0.213
O -0.928 -1.085 -0.031 -0.16 -0.06 -0.38 -0.182
O -0.801 0.847 1.306 0.30 -0.04 0.13 -0.158
O -5.505 1.390 1.784 -0.09 0.16 -0.11 0.046
N 5.219 -6.625 -0.180 0.21 -0.06 -0.03 0.167
N 6.491 -1.407 -0.994 0.11 0.15 -0.05 0.134
N 3.027 -2.912 6.370 -0.11 -0.16 -0.02 0.147
N -0.554 2.292 -3.769 0.22 0.05 0.01 0.185
N -2.962 2.817 0.780 -0.03 0.36 0.06 -0.041
N 1.702 -3.043 -3.245 -0.08 0.08 0.12 0.177
N 2.240 1.897 7.858 0.19 0.09 0.01 0.146
N -4.479 6.100 -1.362 0.09 -0.08 -0.15 0.173
C 2.762 -7.355 -0.665 -0.03 -0.11 -0.13 -0.182
C 1.868 -3.833 -5.725 0.08 0.04 -0.07 -0.184
C 0.016 1.049 0.134 0.99 -0.28 -0.23 -0.325
C -5.039 8.472 -0.433 0.14 0.10 0.01 -0.187
C 2.554 -7.671 -2.151 0.03 0.10 -0.09 -0.252
C -6.000 -0.224 0.055 0.09 0.17 -0.09 -0.013
C -4.726 7.147 -0.965 -0.16 0.08 0.08 -0.217
C -5.300 0.253 -2.199 0.00 -0.07 -0.02 -0.105
C 2.112 -2.641 -6.659 -0.06 0.11 -0.02 -0.252
C -4.764 1.463 -1.775 -0.10 -0.29 0.11 -0.044
C 6.172 -2.021 8.202 0.02 0.00 -0.03 -0.111
C 2.867 -6.460 -3.023 -0.02 -0.15 -0.09 -0.114
C 0.230 2.480 -0.288 -0.56 -0.07 -0.06 -0.126
C -5.465 0.993 0.465 -0.08 -0.26 0.03 -0.264
C 3.650 -1.967 6.558 0.03 0.16 0.01 -0.248
C 1.253 1.402 7.548 -0.13 -0.12 0.10 -0.238
C 4.939 -3.461 -0.559 -0.12 0.14 0.00 -0.209
C 5.820 -2.319 -0.804 -0.07 -0.13 0.03 -0.240
C 0.017 0.725 7.156 0.00 -0.08 -0.14 -0.185
C -1.872 3.757 0.507 -0.18 -0.22 -0.04 -0.219
C -1.456 1.621 -3.995 -0.19 -0.04 0.03 -0.226
C -5.910 -0.585 -1.280 -0.09 -0.08 0.01 -0.089
C 4.455 -0.769 6.797 0.13 0.00 -0.01 -0.198
C 1.774 -3.411 -4.329 -0.02 0.02 -0.13 -0.228
C -2.279 0.943 -6.803 0.01 -0.04 0.01 -0.102
C -3.821 9.104 0.252 0.07 -0.03 0.10 -0.259
C 4.145 -6.964 -0.397 -0.19 0.04 0.19 -0.228
C -2.420 0.009 -5.607 0.02 0.04 -0.10 -0.245
C 3.374 -2.131 0.963 -0.01 -0.01 -0.07 -0.095
C -4.207 3.121 0.040 0.50 -0.59 0.36 -0.164
C -3.313 8.280 1.429 0.02 0.02 -0.02 -0.105
C 0.574 0.868 4.671 0.01 0.01 0.04 -0.096
C 5.935 -1.111 7.002 0.05 -0.09 0.08 -0.259
C -1.014 3.275 -0.669 0.00 0.55 0.21 -0.181
C -4.831 1.837 -0.440 0.03 0.32 -0.09 -0.144
C -2.603 0.761 -4.283 0.15 -0.18 -0.25 -0.196
C -0.581 0.073 -0.862 -0.32 -0.51 0.10 -0.086
C 0.196 -0.037 5.836 0.05 0.01 -0.10 -0.242
C 3.502 -3.012 -0.273 -0.02 0.15 0.04 -0.264
C 0.992 -1.608 -6.605 0.04 0.00 -0.01 -0.116
H -3.150 1.594 -6.898 0.00 0.01 0.00 0.078
H -4.093 8.144 2.180 0.00 -0.01 0.00 0.078
H -2.468 8.775 1.908 0.00 0.00 0.01 0.074
H -5.249 -0.060 -3.234 0.01 0.11 -0.03 0.092
H 0.133 -0.277 -1.602 0.05 0.08 -0.03 0.137
H 0.797 2.977 0.502 -0.07 0.10 0.02 0.126
H 1.187 -0.795 -7.303 -0.02 0.01 0.00 0.077
H -3.498 1.381 -4.325 -0.01 0.04 -0.01 0.106
H 0.903 -1.174 -5.608 0.01 -0.01 0.03 0.066
H -3.023 9.230 -0.482 -0.02 0.01 -0.03 0.112
H 0.890 2.434 -1.159 0.03 -0.09 0.00 0.121
H -2.977 7.293 1.106 -0.03 -0.01 -0.01 0.059
H 6.324 -1.586 6.099 -0.01 0.03 -0.03 0.111
H -5.386 9.096 -1.258 -0.03 0.00 0.00 0.118
H -0.263 0.041 7.958 -0.01 0.03 0.03 0.118
H 2.519 -8.211 -0.035 0.00 0.00 0.01 0.119
H 2.330 -1.870 1.133 0.11 -0.03 0.04 0.038
H 0.961 -0.805 5.967 -0.04 -0.03 0.02 0.092
H -0.687 4.150 -1.235 0.05 -0.06 -0.08 0.110
H -4.101 10.102 0.594 -0.04 0.01 -0.04 0.107
H 2.680 -4.557 -5.806 -0.02 -0.03 0.01 0.114
H 2.682 -6.689 -4.074 -0.01 0.01 0.00 0.069
H 4.329 -0.103 5.944 -0.04 0.03 0.02 0.116
H 0.032 -2.056 -6.869 -0.02 -0.02 -0.01 0.074
H -1.394 1.574 -6.710 -0.01 0.02 0.03 0.072
H 3.060 -2.170 -6.397 0.01 -0.03 0.01 0.116
H -6.382 1.210 2.136 0.07 -0.17 0.09 0.110
H 3.744 -2.642 1.854 0.00 0.01 0.01 0.082
H -1.540 -0.634 -5.537 -0.03 -0.01 0.05 0.087
H -6.462 -0.895 0.767 0.01 0.05 0.10 0.116
H 1.012 0.649 0.374 -0.05 0.04 0.08 0.150
H 2.249 -5.608 -2.744 -0.01 0.03 0.02 0.051
H 4.052 -0.257 7.673 -0.02 0.04 -0.02 0.100
H 3.180 -8.516 -2.439 0.01 -0.01 0.04 0.112
H -3.282 -0.644 -5.750 -0.01 -0.01 0.07 0.111
H -5.863 8.367 0.275 -0.02 -0.01 -0.01 0.121
H 1.533 1.362 4.845 -0.02 0.03 0.04 0.073
H 1.517 -7.978 -2.297 -0.01 0.00 0.05 0.109
H 7.236 -2.214 8.334 0.00 0.00 0.01 0.070
H 2.115 -6.528 -0.368 0.01 0.00 0.05 0.118
H 5.674 -2.983 8.073 -0.03 0.01 0.00 0.070
H 2.214 -3.021 -7.676 0.02 -0.05 0.02 0.109
H -4.287 2.125 -2.487 0.00 0.12 0.07 0.099
H -0.182 1.640 4.509 0.00 0.00 -0.01 0.081
H 5.796 -1.564 9.120 -0.01 0.00 0.00 0.076
H -2.724 0.065 -3.453 -0.03 0.02 0.03 0.106
H -3.955 3.740 -0.816 -0.15 0.13 0.00 0.074
H 0.940 -4.343 -5.990 0.00 -0.02 0.01 0.123
H 5.340 -4.035 0.276 0.04 -0.03 -0.01 0.099
H -3.160 2.813 1.771 -0.04 -0.20 -0.01 0.105
H 2.887 -3.906 -0.148 0.01 -0.04 -0.06 0.095
H 3.115 -2.481 -1.146 -0.01 -0.10 0.03 0.076
H 0.662 0.281 3.761 0.03 0.03 0.00 0.040
H 6.484 -0.178 7.135 -0.04 0.03 -0.04 0.108
H 3.914 -6.167 -2.929 0.00 0.01 0.02 0.072
H -0.736 -0.556 5.608 -0.02 0.00 0.05 0.113
H -1.262 3.856 1.408 0.05 -0.04 0.00 0.117
H -2.184 0.373 -7.726 -0.01 0.00 -0.02 0.072
H 4.967 -4.104 -1.439 0.07 -0.05 0.01 0.094
H -1.654 2.699 -1.335 0.02 -0.01 -0.08 0.080
H -0.770 1.475 7.066 -0.01 0.01 0.00 0.119
H -1.509 0.391 -1.333 0.00 0.23 0.08 0.113
H -4.900 3.643 0.702 -0.13 0.23 -0.24 0.119
H -2.260 4.759 0.280 0.00 0.03 0.00 0.091
H -6.320 -1.533 -1.604 -0.01 -0.01 0.01 0.102
H 3.939 -1.204 0.843 0.04 -0.02 0.01 0.073

=====

6.
47
Properties=species:S:1:pos:R:3:forces:R:3:lowdin_charge:R:1 method="wB97M-V/def2-TZVPD" homo_ev=-14.462 charge=+2 relative_energy_kcal_mol=1.2 total_energy_ev=-80514.44452 orbital_gap_ev=6.71
Lu -1.149 -1.960 -1.195 -0.93 3.54 2.32 1.284
Cl -1.308 -0.466 0.783 -0.33 -0.83 -1.06 -0.097
P 0.242 0.168 -2.345 -0.23 0.23 -1.31 1.032
N 0.078 -4.344 -0.174 0.20 -0.17 -0.89 -0.065
N 0.359 -3.008 -0.045 -0.44 -0.52 0.94 -0.251
C -1.263 -0.543 -3.241 0.75 -0.25 -0.08 -0.499
C 0.702 2.896 -1.990 -0.53 -0.94 0.01 -0.079
C 3.939 -1.294 -3.294 0.10 0.00 -0.41 -0.064
C 1.947 0.170 -4.642 0.20 -0.09 0.06 -0.076
C -3.371 -2.208 -4.021 -0.16 -0.32 -0.19 -0.036
C -1.045 -1.556 -4.197 -0.37 0.56 0.45 -0.120
C 3.126 -0.212 -5.287 -0.09 0.02 0.07 -0.047
C -3.582 -1.275 -3.003 0.03 0.25 0.32 -0.060
C -0.547 4.684 -3.002 -0.15 -0.61 -0.50 -0.035
C -1.074 2.360 -3.541 -0.10 0.24 0.26 -0.089
C 1.748 -0.227 -3.311 -0.16 -0.33 0.15 -0.385
C 2.758 -0.957 -2.652 -0.55 -0.01 0.04 -0.117
C 1.376 -2.901 0.852 -1.55 -0.44 -1.49 -0.069
C 1.020 -5.081 0.430 -0.45 0.19 0.36 -0.012
C 1.838 -4.177 1.103 0.89 -0.46 0.73 -0.009
C -1.304 3.734 -3.696 -0.27 -0.07 -0.11 -0.049
C -0.088 1.927 -2.636 -0.12 0.79 -0.02 -0.364
C 0.484 4.241 -2.181 -0.25 0.29 -0.06 -0.055
C 4.130 -0.936 -4.631 -0.18 -0.05 0.23 -0.031
C -2.555 -0.386 -2.652 0.19 -0.18 -0.42 -0.215
C -2.122 -2.331 -4.618 0.12 -0.24 -0.19 -0.046
H -4.549 -1.252 -2.490 0.28 0.27 -0.29 0.136
H 1.200 0.770 -5.181 0.32 -0.29 0.29 0.125
H 3.248 0.062 -6.324 0.12 0.05 -0.08 0.116
H -0.717 -4.694 -0.762 1.52 0.20 1.01 0.160
H 2.695 -4.365 1.732 -0.14 -0.39 -0.03 0.126
H -1.951 -3.054 -5.407 -0.18 -0.02 -0.01 0.131
H -0.047 -1.702 -4.610 -0.23 0.02 0.05 0.117
H 0.939 -6.157 0.322 0.45 0.15 0.41 0.149
H 2.617 -1.291 -1.624 -0.04 0.20 -0.10 0.082
H 1.435 2.554 -1.285 0.41 0.07 0.20 0.107
H 0.126 -3.344 -2.297 -1.28 -0.69 -0.58 0.138
H -2.726 0.410 -1.927 0.02 -0.15 -0.02 0.120
H -1.710 1.658 -4.096 0.40 0.40 0.24 0.104
H -0.646 -3.516 -2.404 1.84 -0.44 -0.92 0.072
H 1.565 -1.911 1.253 0.48 -0.28 -0.15 0.132
H 4.690 -1.856 -2.750 0.00 0.08 -0.13 0.116
H -2.123 4.042 -4.358 0.47 -0.04 0.27 0.121
H 5.051 -1.238 -5.148 -0.52 0.27 0.19 0.128
H -4.200 -2.817 -4.382 0.24 0.06 0.24 0.134
H 1.087 4.956 -1.655 0.20 0.17 0.15 0.116
H -0.743 5.745 -3.132 0.03 -0.22 0.06 0.123

=====

7.
40
Properties=species:S:1:pos:R:3:forces:R:3:lowdin_charge:R:1 method="wB97M-V/def2-TZVPD" homo_ev=-1.273 charge=-1 relative_energy_kcal_mol=0.0 total_energy_ev=-64904.99294 orbital_gap_ev=2.28
Fe 1.354 -1.214 -1.909 3.86 0.52 5.32 0.009
Na 1.187 -0.368 3.636 -0.44 0.17 -0.64 0.712
O 3.272 0.466 -0.401 -0.92 -0.36 -0.81 0.076
O 1.464 -1.792 0.988 -0.33 0.36 -1.16 0.042
O 3.619 -3.089 -2.334 -0.22 0.06 0.20 0.051
C -2.663 1.363 2.817 0.38 0.26 0.08 -0.105
C -0.810 2.867 3.865 0.24 0.15 -0.04 -0.065
C -0.177 0.019 -1.469 -0.74 1.49 -0.90 -0.236
C -1.359 1.952 2.961 -0.92 -0.48 0.02 -0.241
C -1.194 0.105 1.585 0.18 0.09 -0.08 -0.136
C 1.433 2.351 3.035 0.48 -0.19 -0.84 -0.172
C 0.353 -0.254 -3.881 -0.89 -0.39 -2.65 -0.186
C 0.574 3.029 3.914 -0.43 0.42 0.85 -0.154
C 0.411 -1.642 -3.799 -0.69 -0.02 -0.74 -0.200
C -0.464 1.216 2.107 -0.38 -1.35 -0.03 -0.260
C -0.031 -2.389 -2.666 -0.69 -0.72 -0.42 -0.294
C 0.907 1.529 2.038 0.28 -0.13 0.41 -0.116
C -1.514 -0.661 -1.558 -0.55 -0.65 -0.07 -0.183
C 1.321 -1.669 -0.179 0.00 -1.41 1.12 -0.145
C 2.711 -2.369 -2.352 0.29 0.16 -0.80 -0.139
C -2.551 0.240 1.970 0.81 0.59 0.41 -0.124
C -1.372 -2.123 -2.032 -0.62 0.25 0.10 -0.199
C 2.517 -0.100 -1.092 1.43 0.44 -0.33 -0.170
C 0.444 0.478 -2.674 -0.33 0.34 1.97 -0.201
H -0.023 0.613 -0.564 -0.11 0.07 -0.45 0.089
H -3.542 1.708 3.352 0.04 -0.11 -0.18 0.073
H -1.478 3.407 4.540 0.32 -0.03 -0.07 0.101
H 0.251 -3.448 -2.636 -0.15 0.24 -0.35 0.099
H 0.851 -2.208 -4.625 0.05 0.10 -0.16 0.102
H -2.161 -0.105 -2.260 0.22 -0.13 0.12 0.110
H -3.360 -0.408 1.639 0.16 0.08 0.24 0.086
H 0.912 1.468 -2.676 0.20 -0.35 -0.01 0.109
H -1.545 -2.823 -1.196 0.25 0.22 -0.13 0.101
H 0.524 0.248 -4.836 0.12 -0.20 0.19 0.076
H -0.727 -0.706 1.030 -0.47 0.39 -0.01 0.065
H -2.018 -0.631 -0.584 0.10 0.04 -0.32 0.072
H 2.516 2.496 3.096 -0.33 0.25 -0.15 0.092
H 1.530 1.066 1.266 -0.01 0.11 0.41 0.089
H -2.173 -2.335 -2.757 -0.08 -0.11 -0.02 0.093
H 1.013 3.713 4.642 -0.14 -0.15 -0.12 0.081

=====

8.
18
Properties=species:S:1:pos:R:3:forces:R:3:lowdin_charge:R:1 method="wB97M-V/def2-TZVPD" homo_ev=-8.841 relative_energy_kcal_mol=6.9 total_energy_ev=-28497.29738 smiles=C[C@@H](N)CSS.O orbital_gap_ev=9.40
S -0.308 -2.611 -0.922 0.77 -0.45 -0.79 0.398
S -1.935 -2.997 0.197 -0.82 0.54 0.67 0.297
O -2.305 5.219 -2.702 -0.15 0.00 -0.24 -0.063
N 0.304 0.450 -0.254 0.46 1.24 -0.25 0.010
C 0.537 -0.567 0.753 -0.57 0.37 -0.45 -0.566
C 1.008 -1.872 0.122 -1.03 -0.02 0.57 -0.492
C 1.411 -0.008 1.869 -0.21 0.01 -0.18 -0.062
H 1.117 0.879 -0.691 -0.03 -0.36 0.35 0.079
H 1.081 1.018 2.038 0.11 -0.02 0.08 0.077
H -0.369 0.259 -0.974 -0.20 -0.48 0.04 0.047
H 1.809 -1.622 -0.577 0.17 -0.52 0.11 0.080
H 2.469 0.006 1.603 0.04 -0.07 0.08 0.077
H -1.697 -4.048 1.014 0.54 -0.10 -0.38 -0.188
H -2.841 5.567 -3.425 0.09 0.05 0.14 0.033
H -2.295 4.272 -2.865 0.06 -0.05 0.10 0.029
H 1.247 -0.565 2.793 0.27 -0.08 -0.07 0.078
H -0.456 -0.721 1.169 -0.08 -0.32 0.28 0.095
H 1.222 -2.657 0.852 0.59 0.25 -0.06 0.071

=====

For reference, maximum force by record: 1.90, 1.89, 5.42, 3.14, 1.06, 4.33, 6.59, 1.34 eV Å⁻¹.